{
  "formula": "C18H29N2O5P2SYb",
  "method": "ωB97M-V/def2-TZVPD",
  "e_lumo_ev": [0.32, 0.32],
  "multiplicity": 2,
  "homo_lumo_gap_ha": [0.2859, 0.2860],
  "species": ["C", "C", "N", "C", "C", "C", "C", "P", "Yb", "P", "C", "O", "O", "H", "H", "H", "C", "C", "H", "H", "H", "H", "C", "C", "H", "H", "H", "H", "H", "H", "H", "H", "H", "H", "H", "H", "H", "H", "H", "H", "H", "H", "O", "C", "N", "S", "O", "O", "C", "C", "C", "C", "C", "C", "H", "H", "H", "H"],
  "xyz": [[-4.54514, -1.65217, 0.70622], [-3.24353, -1.38073, 0.27115], [-2.37109, -0.75726, 1.08829], [-2.69851, -0.44094, 2.35440], [-3.98062, -0.71022, 2.83842], [-4.92279, -1.32069, 2.00743], [-2.84911, -1.75928, -1.16013], [-1.05156, -2.01637, -1.40107], [-0.26565, -0.08847, 0.14246], [-0.35871, 1.16796, 2.42413], [-1.67941, 0.23763, 3.30202], [-3.37040, 0.27333, -3.03251], [-0.76965, 1.32121, -2.82296], [-5.22828, -2.12229, 0.00377], [-4.20667, -0.42709, 3.86310], [-5.92992, -1.53744, 2.37068], [-0.70378, -3.73610, -0.97771], [-0.63124, -1.84187, -3.14581], [-2.20604, 0.95526, 3.95688], [-1.18493, -0.53672, 3.92231], [-3.18350, -0.92372, -1.86422], [-3.34606, -2.70083, -1.45852], [1.08513, 1.18957, 3.51372], [-0.97504, 2.87495, 2.39168], [-1.01081, 1.46664, -1.80695], [0.03771, 1.86978, -2.92989], [-2.49884, 0.75701, -3.04029], [-4.04855, 0.93531, -2.84099], [0.17360, -1.55600, 1.44440], [-1.25617, 1.52554, -0.61095], [-1.16055, -4.44663, -1.67888], [0.39620, -3.83172, -0.98344], [-1.04481, -3.92911, 0.04913], [-1.17880, -2.54100, -3.78999], [-0.78542, -0.80017, -3.46985], [0.45409, -2.02035, -3.22809], [-1.08429, 3.32176, 3.38958], [-0.27275, 3.46091, 1.77691], [-1.93345, 2.88761, 1.85288], [0.90206, 1.70863, 4.46411], [1.42602, 0.15813, 3.68605], [1.89845, 1.68585, 2.95949], [1.40481, 2.48590, -0.94109], [2.23921, 1.56151, -0.84401], [1.88090, 0.30487, -0.43473], [3.06346, -0.81362, -0.14786], [3.22641, -1.02789, 1.27430], [2.89662, -1.95283, -1.01965], [4.26719, 0.32856, -0.76142], [5.63162, 0.07115, -0.80074], [6.47225, 1.10211, -1.23221], [5.94235, 2.35167, -1.58964], [4.56627, 2.59591, -1.50521], [3.71789, 1.55729, -1.08871], [5.98597, -0.90872, -0.49114], [7.54212, 0.91712, -1.27868], [6.61978, 3.13656, -1.92480], [4.14598, 3.57055, -1.75136]],
  "atomic_forces_ev_per_a": [[0.1, 0.0, 0.2], [-0.3, -0.1, 0.1], [0.0, 0.0, -0.1], [-0.4, 0.2, 0.3], [0.1, 0.0, -0.1], [0.4, 0.1, -0.2], [-0.4, 0.0, -0.1], [-0.1, -0.6, -0.3], [0.9, 0.7, -0.5], [-0.1, 0.2, 0.7], [-0.3, -0.2, -0.1], [0.4, 1.0, -0.4], [0.6, 0.4, 0.5], [0.0, 0.0, 0.2], [-0.1, -0.1, -0.2], [0.3, 0.1, -0.1], [0.3, -0.3, 0.2], [0.0, 0.0, -0.6], [0.1, -0.5, -0.1], [-0.3, 0.3, -0.3], [0.4, -1.1, 0.8], [-0.2, 0.5, 0.2], [0.4, -0.1, 0.2], [0.0, 0.4, -0.1], [0.2, 0.1, -0.7], [-0.8, -0.4, 0.0], [-0.8, -0.2, -0.2], [0.3, 0.0, -0.1], [0.1, 0.1, 0.2], [-0.6, 0.1, 0.5], [0.1, 0.1, 0.2], [-0.4, -0.1, 0.0], [0.1, 0.1, -0.3], [0.2, 0.1, 0.1], [-0.1, -0.5, 0.2], [-0.4, -0.1, 0.1], [0.0, -0.1, -0.2], [-0.2, -0.1, 0.3], [0.2, 0.0, 0.2], [0.1, -0.1, -0.2], [-0.2, 0.3, 0.0], [-0.3, 0.0, 0.3], [1.8, -1.2, -0.1], [-1.0, 0.0, 0.2], [-0.8, -0.5, 0.4], [-0.5, 1.4, -0.1], [0.2, 0.0, -1.0], [0.1, 0.3, 0.4], [1.3, -0.4, 0.2], [-0.3, 0.4, -0.2], [-0.3, -0.2, 0.0], [-0.2, -0.3, 0.1], [-0.2, -0.4, 0.1], [0.7, 0.7, -0.1], [0.2, 0.2, -0.1], [-0.1, 0.2, 0.0], [-0.2, -0.2, 0.1], [0.1, -0.2, 0.0]]
}

{
  "formula": "C5H15NO2",
  "method": "ωB97M-V/def2-TZVPD",
  "e_above_lowest_kcal_mol": 52.72,
  "e_lumo_ev": 0.82,
  "smiles": "C/C=C/CNC.O.O",
  "homo_lumo_gap_ha": 0.3414,
  "species": ["C", "C", "C", "C", "N", "C", "H", "H", "H", "H", "H", "H", "H", "H", "H", "H", "H", "O", "H", "H", "O", "H", "H"],
  "xyz": [[-2.24710, 0.92037, -1.78212], [-1.47636, 0.73540, -0.55074], [-0.51378, -0.17450, -0.36590], [-0.12385, -0.40558, 1.13394], [0.90151, -1.42615, 1.41581], [0.78714, -2.71045, 0.68000], [-2.62365, 1.91647, -2.01313], [-3.15247, 0.27389, -1.76389], [-1.74040, 0.62447, -2.72346], [-1.56994, 1.48899, 0.22884], [-0.28974, -0.94481, -1.10599], [-1.04485, -0.64332, 1.63922], [0.36567, 0.54285, 1.38786], [1.15672, -1.51695, 2.38507], [0.64246, -2.38208, -0.33430], [-0.01133, -3.34025, 1.05106], [1.70813, -3.26898, 0.78131], [0.25982, 2.90032, -0.40849], [-0.07172, 3.78533, -0.27975], [1.23028, 2.84032, -0.38943], [2.89252, 0.54836, 0.41747], [2.67836, -0.26921, 0.89284], [2.24260, 0.50550, -0.29621]],
  "atomic_forces_ev_per_a": [[-1.2, -0.6, -1.9], [1.7, 0.1, 0.0], [-1.1, -0.9, 1.4], [1.4, 0.1, -1.2], [0.5, -0.4, -1.3], [0.2, 1.4, 1.2], [0.2, 0.2, 0.5], [0.3, 0.3, 0.1], [0.1, -0.1, 0.7], [-0.5, -0.4, 0.1], [-0.1, 0.4, 0.0], [-0.4, 0.3, 0.5], [-0.7, 0.0, 0.7], [-0.4, 0.0, 0.1], [-0.1, -0.7, -0.5], [-0.5, -0.2, -0.2], [0.3, 0.0, -0.1], [0.3, -0.8, -0.2], [0.6, 0.5, 0.1], [-0.6, 0.6, 0.2], [-0.1, 0.0, -0.3], [-0.2, 0.0, 0.1], [0.1, 0.1, 0.0]]
}

{
  "formula": "C24H40GeMnN3S",
  "method": "ωB97M-V/def2-TZVPD",
  "e_above_lowest_kcal_mol": 67.88,
  "e_lumo_ev": [-2.84, -5.07],
  "total_charge": 1,
  "multiplicity": 6,
  "homo_lumo_gap_ha": [0.2742, 0.2200],
  "species": ["Mn", "C", "C", "N", "C", "C", "S", "C", "C", "N", "H", "H", "H", "H", "H", "H", "H", "H", "H", "H", "H", "H", "H", "H", "C", "C", "C", "C", "Ge", "C", "C", "C", "C", "H", "H", "H", "H", "H", "H", "H", "H", "H", "H", "H", "H", "H", "H", "H", "H", "H", "H", "H", "N", "C", "C", "C", "C", "C", "C", "C", "C", "C", "H", "H", "H", "H", "C", "H", "H", "H"],
  "xyz": [[0.74405, -0.51387, 1.13747], [0.50785, 2.05493, 2.87227], [0.08375, 0.88043, 3.76217], [0.89895, -0.28857, 3.41977], [2.23025, -0.24707, 4.04247], [3.27705, -0.89297, 3.14297], [3.05015, -0.41517, 1.39877], [3.29595, 1.40143, 1.49187], [2.06985, 2.16733, 1.00837], [0.81115, 1.58863, 1.49977], [1.40525, 2.51673, 3.28947], [-0.28205, 2.81033, 2.87107], [-0.96085, 0.62803, 3.56097], [0.18555, 1.16383, 4.81777], [0.40815, -1.10707, 3.78027], [2.23955, -0.75527, 5.01287], [2.49525, 0.79673, 4.21897], [3.18345, -1.97797, 3.13937], [4.28725, -0.62277, 3.44537], [4.15215, 1.64493, 0.86067], [3.54925, 1.63563, 2.52297], [2.05965, 2.14053, -0.08913], [2.16825, 3.22063, 1.29917], [0.06795, 1.93913, 0.88707], [0.77935, -3.40817, -2.68833], [2.11265, -3.19457, -3.38843], [2.40215, -1.72437, -3.66983], [2.78135, -0.92357, -2.43213], [1.27285, 0.05753, -1.39203], [-0.54315, 0.37663, -2.34913], [-0.62615, 1.69133, -3.09913], [0.44475, 1.78973, -4.18253], [0.55135, 3.17683, -4.80173], [0.59085, -4.46927, -2.54933], [-0.03005, -2.98947, -3.28533], [0.77265, -2.92957, -1.70743], [2.10355, -3.72597, -4.34243], [2.92315, -3.61677, -2.78933], [1.54415, -1.27357, -4.17393], [3.24715, -1.66277, -4.36143], [3.46565, -0.12177, -2.71443], [3.29305, -1.54977, -1.70093], [0.61085, -1.18607, -0.28903], [-1.30625, 0.30683, -1.56843], [-0.66235, -0.46787, -3.02583], [-0.51525, 2.52893, -2.40413], [-1.61615, 1.78283, -3.55193], [0.22955, 1.05563, -4.96083], [1.41175, 1.52433, -3.73403], [-0.38805, 3.46673, -5.26453], [1.32465, 3.18383, -5.56523], [0.80835, 3.91893, -4.04833], [-9.05545, 0.53713, 1.61097], [-7.92125, 0.38713, 1.55167], [-6.52145, 0.20053, 1.48817], [-5.99835, -1.06767, 1.21357], [-4.63665, -1.25397, 1.15567], [-3.77045, -0.17317, 1.37307], [-4.29875, 1.09523, 1.65397], [-5.66155, 1.28173, 1.71077], [-2.37765, -0.36657, 1.32057], [-1.16445, -0.54947, 1.30097], [-6.67045, -1.89507, 1.04977], [-4.21905, -2.22757, 0.94627], [-3.62625, 1.92323, 1.82607], [-6.07115, 2.25543, 1.92657], [0.72915, -2.57617, 1.58327], [0.77555, -2.83287, 2.64597], [1.65995, -2.94417, 1.12727], [-0.08175, -3.17847, 1.16287]],
  "atomic_forces_ev_per_a": [[-0.9, -0.8, 3.6], [-0.2, -0.4, 0.7], [-0.2, 0.3, -0.1], [-0.1, -0.1, 1.4], [0.0, 0.0, -0.1], [-0.2, 0.1, -0.1], [1.6, 0.1, 0.2], [-0.1, -0.2, -0.1], [0.5, 0.3, -0.3], [-0.3, 1.1, -0.7], [0.0, 0.0, -0.1], [0.2, 0.0, -0.1], [0.2, 0.0, 0.1], [-0.1, 0.0, -0.1], [0.1, 0.2, -0.3], [0.0, 0.1, 0.0], [0.0, -0.1, 0.1], [0.1, 0.0, 0.0], [0.0, -0.1, 0.0], [0.0, 0.0, 0.1], [0.0, 0.0, 0.0], [-0.1, 0.0, 0.2], [0.0, -0.1, 0.0], [0.2, -0.1, 0.2], [0.2, 0.0, 0.0], [-0.2, 0.1, -0.1], [-0.1, -0.2, 0.0], [-0.4, 0.9, 0.7], [-0.9, -1.8, -2.1], [0.6, 0.2, 0.7], [0.3, 0.0, -0.1], [-0.1, 0.3, 0.2], [0.1, -0.3, 0.0], [-0.1, -0.1, 0.1], [-0.1, 0.0, 0.0], [-0.1, 0.0, 0.1], [0.0, -0.1, 0.0], [0.0, 0.0, 0.0], [0.0, 0.0, -0.1], [-0.1, 0.1, 0.0], [0.0, 0.0, 0.1], [0.0, 0.0, 0.1], [0.7, 0.2, -3.0], [0.2, -0.1, 0.0], [0.1, -0.2, 0.0], [0.0, 0.0, 0.0], [0.0, 0.1, 0.0], [0.1, -0.1, 0.0], [0.0, 0.0, -0.1], [-0.1, 0.1, -0.1], [0.0, 0.1, -0.1], [0.0, 0.1, 0.0], [-0.4, 0.1, 0.0], [-0.5, 0.1, 0.0], [1.0, -0.1, 0.0], [-0.2, 0.2, 0.0], [0.3, 0.3, 0.0], [-0.9, 0.1, 0.0], [0.1, -0.3, -0.1], [-0.2, -0.2, 0.0], [1.8, -0.3, 0.0], [-1.9, 0.2, -0.1], [-0.1, -0.1, 0.0], [0.0, 0.0, 0.0], [0.0, 0.0, 0.0], [-0.1, 0.1, 0.0], [0.4, -0.4, -0.4], [0.0, 0.3, 0.0], [-0.1, 0.0, 0.0], [0.0, 0.4, -0.1]]
}